(1)
# C26H58CaN3O2SSbSe2Si3

A molecular structure, C26H58CaN3O2SSbSe2Si3 (ωB97M-V/def2-TZVPD, OMol25).

**Orbital gap**: 6.68 eV
**Multiplicity**: 1
**HOMO**: -6.74 eV

Each line ends with the Löwdin charge.
CARTESIAN COORDINATES (ANGSTROEM)
Ca (1.184, 0.320, -0.057)  0.66
N (-1.815, 0.545, 2.037)  0.01
C (-3.274, 0.462, 1.949)  -0.36
C (-3.910, 1.616, 1.161)  -0.11
C (-3.593, 1.600, -0.337)  -0.38
N (-2.181, 1.918, -0.600)  0.03
C (-3.961, 0.231, -0.918)  -0.12
C (-3.363, -0.971, -0.177)  -0.37
N (-1.915, -1.088, -0.445)  0.04
C (-3.661, -0.877, 1.321)  -0.11
H (-1.518, 1.434, 2.429)  0.04
H (-1.501, 0.536, 1.073)  -0.01
H (-0.327, -0.576, 2.691)  -0.13
H (-3.668, 0.485, 2.967)  0.14
H (-3.603, 2.572, 1.597)  0.12
H (-4.998, 1.547, 1.269)  0.12
H (-4.250, 2.339, -0.809)  0.13
H (-1.883, 2.771, -0.138)  0.03
H (-2.037, 2.059, -1.593)  0.08
H (-3.682, 0.189, -1.978)  0.12
H (-5.049, 0.130, -0.873)  0.12
H (-3.883, -1.861, -0.550)  0.12
H (-1.770, -1.271, -1.432)  0.08
H (-1.536, -1.887, 0.052)  -0.01
H (-3.149, -1.686, 1.853)  0.11
H (-4.736, -1.028, 1.454)  0.12
O (2.185, 2.462, -1.636)  -0.18
C (3.449, 3.004, -1.236)  -0.27
C (3.607, 2.986, 0.277)  -0.56
C (4.827, 3.903, 0.521)  -0.23
O (5.328, 3.878, 1.850)  -0.05
C (3.912, 1.581, 0.865)  -0.53
Se (3.832, 0.000, -0.346)  0.42
C (2.397, 3.674, 0.952)  -0.55
Se (0.718, 2.674, 1.224)  0.43
H (2.199, 2.377, -2.594)  0.09
H (3.514, 4.042, -1.581)  0.13
H (4.262, 2.432, -1.685)  0.09
H (4.563, 4.927, 0.234)  0.12
H (5.655, 3.577, -0.113)  0.13
H (4.615, 4.108, 2.453)  0.08
H (3.251, 1.398, 1.713)  0.02
H (4.922, 1.567, 1.258)  0.05
H (2.141, 4.566, 0.380)  0.06
H (2.675, 4.002, 1.955)  0.04
C (2.628, -5.776, -2.103)  -0.21
Si (2.281, -3.941, -2.014)  0.27
C (3.866, -3.001, -2.289)  -0.25
C (1.066, -3.531, -3.388)  -0.24
Sb (1.179, -3.096, 0.151)  0.82
Si (-0.682, -4.845, 0.377)  0.28
C (-1.969, -4.572, -0.969)  -0.22
C (-1.516, -4.558, 2.038)  -0.23
C (-0.117, -6.630, 0.284)  -0.22
Si (2.804, -4.054, 1.931)  0.28
C (3.666, -5.595, 1.312)  -0.23
C (1.812, -4.509, 3.448)  -0.23
C (4.088, -2.767, 2.318)  -0.24
H (3.090, -5.998, -3.071)  0.04
H (1.712, -6.366, -2.019)  0.01
H (3.314, -6.103, -1.318)  0.01
H (4.395, -3.398, -3.162)  0.04
H (4.532, -3.067, -1.423)  0.02
H (3.671, -1.938, -2.455)  -0.02
H (1.538, -3.664, -4.368)  0.03
H (0.722, -2.495, -3.318)  0.02
H (0.189, -4.184, -3.349)  0.01
H (-2.666, -3.775, -0.695)  0.00
H (-2.549, -5.489, -1.120)  0.04
H (-1.512, -4.304, -1.927)  0.01
H (-1.473, -3.504, 2.335)  0.01
H (-1.028, -5.137, 2.827)  0.02
H (-2.568, -4.861, 1.996)  0.04
H (-0.022, -6.960, -0.753)  0.02
H (-0.852, -7.274, 0.779)  0.04
H (0.847, -6.777, 0.776)  0.01
H (2.968, -6.320, 0.887)  0.00
H (4.186, -6.075, 2.148)  0.04
H (4.410, -5.347, 0.548)  0.03
H (1.248, -5.435, 3.294)  0.02
H (1.114, -3.712, 3.714)  0.00
H (2.490, -4.665, 4.295)  0.04
H (4.596, -2.426, 1.413)  -0.01
H (4.834, -3.171, 3.013)  0.04
H (3.629, -1.888, 2.774)  0.00
S (0.960, -0.813, 3.088)  0.72
C (0.675, -0.334, 4.772)  -0.57
C (1.669, 0.341, 5.471)  -0.11
C (1.477, 0.666, 6.808)  -0.09
C (0.289, 0.338, 7.446)  -0.10
C (-0.711, -0.320, 6.739)  -0.09
C (-0.520, -0.664, 5.409)  -0.11
H (2.585, 0.620, 4.962)  0.10
H (2.257, 1.190, 7.347)  0.10
H (0.139, 0.594, 8.487)  0.10
H (-1.642, -0.577, 7.231)  0.10
H (-1.296, -1.184, 4.859)  0.10

=====

(2)
# C26H58F3N8O12PS

A molecular structure, C26H58F3N8O12PS at a distorted geometry (ωB97M-V/def2-TZVPD, OMol25).

**Orbital gap**: 7.57 eV
**Multiplicity**: 1
**HOMO**: -7.13 eV

Each line ends with the Löwdin charge.
CARTESIAN COORDINATES (ANGSTROEM)
C (-1.663, -2.628, 1.906)  -0.24
P (-0.649, -1.132, 2.246)  0.99
O (0.015, -0.724, 0.805)  -0.31
C (0.769, -1.658, 3.444)  -0.51
C (1.047, -0.435, 4.277)  -0.05
O (0.154, -2.599, 4.381)  -0.18
S (0.455, -4.101, 3.996)  0.59
O (-0.684, -4.784, 3.546)  -0.20
O (1.187, -4.723, 5.035)  -0.22
O (1.461, -3.765, 2.800)  -0.10
C (2.003, -2.473, 3.035)  -0.41
N (2.987, -2.569, 4.079)  0.16
C (2.782, -2.081, 1.741)  -0.57
F (2.889, -0.759, 1.627)  0.16
F (2.272, -2.609, 0.639)  0.18
F (4.036, -2.531, 1.821)  0.15
H (-2.444, -2.285, 1.260)  0.00
H (-1.045, -3.388, 1.462)  0.03
H (-2.045, -2.929, 2.857)  0.03
H (-0.697, -0.417, 0.234)  0.01
H (0.103, -0.032, 4.570)  0.07
H (1.575, 0.289, 3.683)  0.10
H (1.607, -0.745, 5.138)  0.06
H (2.853, -3.406, 4.622)  0.08
H (2.997, -1.751, 4.667)  0.06
C (-2.073, 2.578, -0.604)  -0.34
O (-1.932, 1.479, -0.087)  -0.02
N (-1.361, 3.021, -1.637)  -0.18
C (-1.547, 4.348, -2.208)  -0.06
C (-0.365, 2.131, -2.201)  -0.03
H (-2.823, 3.304, -0.248)  0.14
H (-1.832, 4.259, -3.256)  0.08
H (-0.624, 4.917, -2.141)  0.09
H (-2.326, 4.881, -1.673)  0.08
H (-0.839, 1.213, -2.556)  0.09
H (0.355, 1.862, -1.438)  0.09
H (0.147, 2.627, -3.019)  0.09
C (-1.641, 7.955, -3.710)  -0.34
O (-1.607, 7.185, -2.769)  0.01
N (-2.395, 7.799, -4.811)  -0.19
C (-2.383, 8.767, -5.890)  -0.06
C (-3.249, 6.629, -4.921)  -0.04
H (-1.039, 8.878, -3.732)  0.13
H (-3.381, 9.184, -6.037)  0.09
H (-2.059, 8.296, -6.819)  0.09
H (-1.698, 9.577, -5.652)  0.08
H (-3.962, 6.602, -4.097)  0.10
H (-2.650, 5.721, -4.881)  0.08
H (-3.787, 6.663, -5.864)  0.09
C (5.310, 2.336, -2.322)  -0.37
O (4.320, 2.776, -2.879)  0.00
N (5.293, 1.620, -1.190)  -0.20
C (6.506, 1.114, -0.579)  -0.06
C (4.011, 1.341, -0.558)  -0.03
H (6.328, 2.492, -2.720)  0.13
H (6.474, 0.025, -0.518)  0.09
H (6.619, 1.517, 0.429)  0.09
H (7.369, 1.407, -1.172)  0.08
H (3.373, 0.791, -1.243)  0.09
H (3.513, 2.276, -0.299)  0.10
H (4.168, 0.750, 0.336)  0.07
C (-1.044, -3.295, -1.903)  -0.36
O (-1.493, -2.228, -1.513)  -0.01
N (-1.804, -4.328, -2.298)  -0.18
C (-1.228, -5.577, -2.755)  -0.06
C (-3.248, -4.180, -2.256)  -0.04
H (0.029, -3.493, -1.959)  0.12
H (-1.536, -5.781, -3.783)  0.09
H (-1.560, -6.400, -2.117)  0.09
H (-0.146, -5.514, -2.724)  0.07
H (-3.563, -3.351, -2.892)  0.09
H (-3.576, -3.966, -1.238)  0.09
H (-3.714, -5.098, -2.602)  0.08
C (0.932, -2.572, -4.453)  -0.34
O (1.051, -3.695, -3.999)  0.00
N (1.714, -2.056, -5.413)  -0.19
C (1.529, -0.708, -5.912)  -0.05
C (2.778, -2.882, -5.960)  -0.04
H (0.156, -1.870, -4.102)  0.14
H (1.315, -0.725, -6.982)  0.09
H (2.429, -0.114, -5.743)  0.09
H (0.697, -0.235, -5.396)  0.08
H (2.363, -3.787, -6.402)  0.09
H (3.469, -3.178, -5.171)  0.09
H (3.315, -2.321, -6.719)  0.08
C (3.363, -1.631, 7.623)  -0.35
O (3.421, -0.678, 6.866)  0.00
N (2.575, -1.692, 8.704)  -0.19
C (2.541, -2.855, 9.569)  -0.05
C (1.728, -0.549, 9.009)  -0.03
H (3.964, -2.544, 7.471)  0.14
H (1.535, -3.277, 9.594)  0.09
H (2.834, -2.581, 10.584)  0.09
H (3.227, -3.611, 9.198)  0.08
H (1.047, -0.354, 8.181)  0.09
H (2.338, 0.341, 9.162)  0.09
H (1.155, -0.756, 9.908)  0.09
C (-4.418, -0.402, 0.808)  -0.33
O (-4.211, -1.245, 1.661)  0.00
N (-5.595, 0.225, 0.633)  -0.19
C (-5.777, 1.224, -0.397)  -0.06
C (-6.704, -0.116, 1.507)  -0.04
H (-3.640, -0.075, 0.102)  0.12
H (-6.056, 2.183, 0.047)  0.09
H (-6.563, 0.918, -1.092)  0.09
H (-4.849, 1.351, -0.950)  0.07
H (-6.439, 0.082, 2.546)  0.09
H (-6.944, -1.175, 1.418)  0.09
H (-7.573, 0.477, 1.236)  0.08

=====

(3)
# C26H58InOP4

A molecular structure, C26H58InOP4 at a distorted geometry (ωB97M-V/def2-TZVPD, OMol25).

**Net charge**: +3
**Orbital gap (alpha / beta)**: 5.18 / 3.96 eV
**Multiplicity**: 1
**HOMO (alpha / beta)**: -15.65 / -14.84 eV

Each line ends with the Löwdin charge.
CARTESIAN COORDINATES (ANGSTROEM)
In (-0.141, 0.355, -1.665)  0.62
P (1.583, 1.080, 0.350)  0.75
P (-1.379, 2.575, -2.327)  0.77
P (2.026, -0.424, -2.859)  0.74
H (-1.433, -3.955, -0.597)  0.04
C (-0.486, -4.481, -0.439)  -0.07
C (0.383, -4.113, 0.517)  -0.08
H (0.164, -3.251, 1.161)  0.03
C (0.926, 1.427, 2.020)  -0.26
C (2.478, 2.655, 0.029)  -0.22
C (2.949, -0.050, 0.814)  -0.23
C (-2.892, 2.368, -3.320)  -0.23
C (-1.988, 3.566, -0.917)  -0.22
C (-0.408, 3.762, -3.306)  -0.22
C (2.564, -2.036, -2.178)  -0.21
C (3.523, 0.620, -2.778)  -0.22
C (1.862, -0.758, -4.640)  -0.22
H (-0.290, -5.332, -1.105)  0.07
H (1.349, -4.606, 0.666)  0.06
H (0.249, 0.619, 2.335)  0.00
H (0.395, 2.386, 2.043)  0.05
H (1.773, 1.474, 2.721)  0.08
H (1.753, 3.482, 0.020)  0.05
H (3.002, 2.624, -0.936)  0.03
H (3.203, 2.810, 0.843)  0.09
H (2.590, -1.086, 0.817)  0.05
H (3.270, 0.216, 1.830)  0.07
H (3.805, 0.037, 0.137)  0.04
H (-3.286, 3.370, -3.548)  0.09
H (-3.664, 1.817, -2.764)  0.07
H (-2.684, 1.857, -4.270)  0.06
H (-2.343, 4.540, -1.286)  0.09
H (-1.187, 3.732, -0.185)  0.05
H (-2.821, 3.051, -0.419)  0.05
H (-1.023, 4.650, -3.509)  0.08
H (-0.112, 3.308, -4.260)  0.07
H (0.494, 4.065, -2.759)  0.06
H (2.988, -2.630, -3.000)  0.08
H (1.709, -2.577, -1.749)  0.03
H (3.317, -1.891, -1.391)  0.05
H (4.230, 0.264, -3.541)  0.09
H (4.008, 0.575, -1.796)  0.04
H (3.267, 1.664, -2.998)  0.06
H (2.696, -1.412, -4.944)  0.08
H (1.911, 0.188, -5.199)  0.07
H (0.908, -1.255, -4.862)  0.04
C (-2.143, -1.339, -3.885)  -0.29
C (-3.181, -0.797, -4.640)  -0.02
C (-3.391, -1.298, -5.930)  -0.03
C (-2.613, -2.362, -6.400)  -0.04
C (-1.630, -2.931, -5.588)  -0.04
C (-1.387, -2.429, -4.298)  -0.03
O (-1.828, -0.741, -2.654)  -0.15
H (-2.264, 0.160, -2.603)  0.03
H (-3.793, 0.005, -4.227)  0.11
H (-4.170, -0.862, -6.547)  0.13
H (-2.791, -2.765, -7.400)  0.13
H (-1.053, -3.777, -5.945)  0.12
H (-0.632, -2.851, -3.632)  0.12
C (-2.617, -3.410, 2.333)  -0.12
C (-3.419, -2.118, 2.534)  -0.54
C (-4.346, -2.241, 3.745)  -0.10
P (-2.277, -0.642, 2.486)  1.12
C (-3.291, 0.851, 2.001)  -0.56
C (-4.770, 0.788, 2.385)  -0.10
C (-2.639, 2.173, 2.420)  -0.12
C (-1.696, -0.354, 4.248)  -0.55
C (-2.741, 0.133, 5.249)  -0.09
C (-0.921, -1.570, 4.776)  -0.11
H (-1.942, -3.606, 3.176)  0.07
H (-2.012, -3.393, 1.419)  0.02
H (-3.310, -4.258, 2.262)  0.10
H (-4.045, -1.970, 1.636)  0.10
H (-3.809, -2.559, 4.650)  0.08
H (-4.910, -1.324, 3.957)  0.06
H (-5.090, -3.021, 3.520)  0.10
H (-3.230, 0.782, 0.898)  0.07
H (-4.924, 0.849, 3.471)  0.08
H (-5.281, 1.653, 1.942)  0.09
H (-5.259, -0.115, 2.002)  0.08
H (-1.657, 2.300, 1.953)  0.03
H (-3.268, 3.012, 2.094)  0.09
H (-2.516, 2.253, 3.507)  0.08
H (-0.966, 0.464, 4.115)  0.08
H (-3.430, -0.664, 5.550)  0.07
H (-2.208, 0.453, 6.155)  0.10
H (-3.321, 0.993, 4.897)  0.06
H (-0.375, -1.268, 5.681)  0.09
H (-1.586, -2.399, 5.053)  0.08
H (-0.183, -1.935, 4.049)  0.07

=====

(4)
# C26H59N12O7

8 unconnected molecules or ions with the total composition C26H59N12O7 (ωB97M-V/def2-TZVPD, OMol25).

**Net charge**: +1
**Orbital gap**: 6.81 eV
**Multiplicity**: 1
**HOMO**: -10.06 eV

Each line ends with the Löwdin charge.
CARTESIAN COORDINATES (ANGSTROEM)
C (0.847, 2.544, 0.415)  -0.03
C (1.687, 1.428, -0.124)  -0.40
N (1.442, 0.231, 0.193)  0.18
C (2.809, 1.842, -1.060)  -0.10
N (3.703, 2.812, -0.442)  0.11
C (3.919, 4.046, -0.859)  -0.35
N (4.727, 4.918, -0.225)  0.18
C (4.663, 6.023, -0.925)  -0.10
N (3.864, 5.903, -1.983)  0.11
N (3.372, 4.621, -1.950)  0.16
H (0.238, 2.979, -0.383)  0.06
H (0.171, 2.156, 1.171)  0.07
H (1.446, 3.339, 0.861)  0.08
H (2.076, -0.421, -0.272)  0.07
H (3.374, 0.974, -1.395)  0.13
H (2.346, 2.302, -1.934)  0.12
H (4.191, 2.559, 0.405)  0.17
H (5.152, 6.966, -0.737)  0.15
H (3.608, 6.555, -2.710)  0.19
H (2.742, 4.273, -2.656)  0.18
C (-0.904, -0.388, 2.099)  -0.03
C (-2.332, -0.453, 2.592)  -0.54
O (-3.231, -0.322, 1.771)  0.01
N (-2.570, -0.617, 3.908)  0.03
C (-1.604, -0.781, 4.982)  -0.06
H (-0.954, -0.255, 1.026)  0.06
H (-0.379, 0.460, 2.543)  0.07
H (-0.340, -1.295, 2.317)  0.08
H (-3.548, -0.629, 4.150)  0.14
H (-1.755, -1.733, 5.487)  0.06
H (-1.704, 0.028, 5.708)  0.08
H (-0.595, -0.763, 4.581)  0.07
C (-6.706, 0.179, -2.405)  -0.01
C (-7.622, 0.383, -1.215)  -0.55
O (-8.740, 0.856, -1.322)  0.03
N (-7.106, 0.034, -0.008)  0.01
C (-5.766, -0.467, 0.245)  -0.09
H (-7.209, 0.534, -3.298)  0.08
H (-5.777, 0.735, -2.289)  0.05
H (-6.463, -0.877, -2.525)  0.09
H (-7.728, 0.180, 0.771)  0.14
H (-5.802, -1.452, 0.712)  0.09
H (-5.223, 0.201, 0.906)  0.05
H (-5.219, -0.551, -0.687)  0.07
C (-3.405, 2.497, -0.906)  0.02
C (-2.472, 3.100, -1.930)  -0.54
O (-1.285, 2.785, -1.991)  -0.02
N (-2.988, 4.005, -2.795)  0.01
C (-4.356, 4.489, -2.890)  -0.05
H (-2.845, 1.790, -0.300)  0.08
H (-3.826, 3.268, -0.260)  0.10
H (-4.227, 1.973, -1.392)  0.07
H (-2.310, 4.366, -3.447)  0.13
H (-4.776, 4.256, -3.869)  0.08
H (-4.390, 5.569, -2.741)  0.09
H (-4.976, 4.015, -2.137)  0.08
C (-4.528, 1.848, -7.490)  -0.01
C (-4.346, 1.812, -5.989)  -0.54
O (-5.300, 1.900, -5.235)  0.03
N (-3.071, 1.677, -5.525)  0.01
C (-1.853, 1.586, -6.303)  -0.08
H (-5.588, 1.958, -7.695)  0.09
H (-3.991, 2.689, -7.931)  0.08
H (-4.170, 0.927, -7.951)  0.09
H (-2.995, 1.642, -4.520)  0.12
H (-1.341, 0.641, -6.113)  0.08
H (-1.170, 2.398, -6.049)  0.08
H (-2.079, 1.646, -7.362)  0.07
C (7.936, 3.694, -5.603)  0.00
C (6.494, 3.952, -5.255)  -0.55
O (5.601, 3.971, -6.078)  0.05
N (6.191, 4.176, -3.936)  -0.01
C (7.052, 4.207, -2.773)  -0.08
H (8.001, 3.539, -6.675)  0.09
H (8.563, 4.542, -5.328)  0.09
H (8.309, 2.806, -5.092)  0.09
H (5.208, 4.337, -3.800)  0.09
H (6.741, 3.445, -2.054)  0.08
H (7.005, 5.187, -2.294)  0.07
H (8.084, 4.012, -3.046)  0.08
C (0.586, -4.365, 4.453)  -0.01
C (0.119, -4.160, 5.880)  -0.55
O (-1.030, -3.819, 6.125)  0.01
N (1.018, -4.374, 6.864)  0.02
C (2.407, -4.793, 6.752)  -0.07
H (-0.251, -4.158, 3.793)  0.08
H (1.412, -3.694, 4.211)  0.08
H (0.916, -5.392, 4.296)  0.07
H (0.646, -4.223, 7.789)  0.14
H (2.561, -5.737, 7.272)  0.05
H (3.062, -4.030, 7.179)  0.08
H (2.672, -4.931, 5.709)  0.07
C (2.108, -10.182, 7.191)  -0.01
C (2.402, -8.883, 6.480)  -0.53
O (2.697, -7.868, 7.093)  0.02
N (2.327, -8.880, 5.124)  0.01
C (1.991, -9.980, 4.241)  -0.07
H (2.211, -10.013, 8.258)  0.08
H (1.093, -10.522, 6.981)  0.09
H (2.805, -10.962, 6.885)  0.09
H (2.540, -7.987, 4.709)  0.13
H (2.814, -10.192, 3.557)  0.08
H (1.104, -9.745, 3.651)  0.08
H (1.788, -10.875, 4.819)  0.07

=====

Q: Look up the multiplicity of the first one.
A: 1